No. 1
Density functional theory data (wB97M-V/def2-TZVPD) for CH6BKNOPS as an isolated structure in a non-equilibrium geometry.

XYZ file:
```
13
CH6BKNOPS | the OMol25 dataset | wB97M-V/def2-TZVPD
C 1.765 -0.526 0.030
B 0.497 0.451 -0.055
O 0.519 1.524 -0.910
N -0.690 0.224 0.740
P -1.847 -0.440 -0.213
S -3.637 -0.581 0.532
H 1.760 -1.036 0.980
H 1.671 -1.282 -0.719
H 2.671 0.022 -0.114
H -0.074 2.196 -0.538
H -1.320 -1.678 -0.600
H -1.833 0.306 -1.391
K 0.520 0.820 2.258
```

Results
Highest occupied orbital energy: -7.675 eV
Orbital gap: 6.92 eV
E_LUMO: -0.8 eV
E: -41798.299 eV



No. 2
Density functional theory data (wB97M-V/def2-TZVPD) for a 2-piece molecular cluster, CH6Cl2OSi2 overall in a non-equilibrium geometry.

XYZ file:
```
12
CH6Cl2OSi2 | the OMol25 dataset | wB97M-V/def2-TZVPD
C -2.450 -0.045 0.244
Si -1.021 1.170 -0.403
Cl -0.615 0.779 -2.387
Cl -1.845 3.055 -0.226
H -2.108 -1.013 0.113
H -2.877 0.177 1.119
H -3.198 0.165 -0.442
H 0.386 1.381 0.090
O 2.240 -1.086 -0.421
Si 3.406 -1.404 0.480
H 3.605 -0.871 1.835
H 4.476 -2.310 -0.001
```

Results
SMILES string: C[SiH](Cl)Cl.O=[SiH2]
Highest occupied orbital energy: -10.484 eV
Orbital gap: 9.96 eV
E_LUMO: -0.5 eV
E: -43983.601 eV



No. 3
Density functional theory data (wB97M-V/def2-TZVPD) for one molecule with the formula CH6FN2OP in a non-equilibrium geometry.

XYZ file:
```
12
CH6FN2OP | the OMol25 dataset | wB97M-V/def2-TZVPD
C -0.415 0.024 1.847
O 0.634 0.140 0.878
P 0.060 0.153 -0.576
N -0.932 1.295 -0.987
N 1.398 -0.130 -1.435
F -0.834 -1.614 -0.538
H -0.440 0.896 2.482
H -0.215 -0.891 2.395
H -1.425 -0.235 1.321
H -1.301 1.348 -1.980
H 2.235 -0.558 -1.017
H 1.234 -0.429 -2.388
```

Results
SMILES string: CO[P@@](=N)(N)F
Highest occupied orbital energy: -9.804 eV
Orbital gap: 10.42 eV
E_LUMO: 0.6 eV
E: -18168.874 eV



No. 4
Density functional theory data (wB97M-V/def2-TZVPD) for one molecule with the formula CH6FN2PS in a non-equilibrium geometry.

XYZ file:
```
12
CH6FN2PS | the OMol25 dataset | wB97M-V/def2-TZVPD
C 0.868 1.588 1.091
S -0.582 0.552 1.571
P -0.879 -0.300 -0.350
N -0.638 0.565 -1.611
N 0.175 -2.101 -0.123
F -2.341 -1.025 -0.227
H 1.185 1.781 0.016
H 1.647 0.973 1.512
H 0.651 2.377 1.808
H -1.010 0.185 -2.542
H -0.153 -2.873 -0.700
H 1.077 -1.723 -0.444
```

Results
SMILES string: CS[P@@](=N)(N)F
Highest occupied orbital energy: -9.255 eV
Orbital gap: 9.44 eV
E_LUMO: 0.2 eV
E: -26955.781 eV



No. 5
Density functional theory data (wB97M-V/def2-TZVPD) for a 2-piece molecular cluster, CH6IN3 overall in a non-equilibrium geometry.

XYZ file:
```
11
CH6IN3 | the OMol25 dataset | wB97M-V/def2-TZVPD
H -0.801 -1.492 -1.089
N 0.188 -1.214 -1.105
N 0.129 0.015 -1.161
C 1.334 0.710 -1.047
H 2.148 0.324 -0.482
H 1.901 0.869 -1.983
H 1.202 1.785 -0.825
N -1.304 -0.279 1.575
I -1.411 -0.015 3.638
H -1.541 -1.171 1.354
H -1.843 0.469 1.124
```

Results
SMILES string: [H]/N=N/C.NI
Highest occupied orbital energy: -8.925 eV
Orbital gap: 8.78 eV
E_LUMO: -0.1 eV
E: -13702.385 eV



No. 6
Density functional theory data (wB97M-V/def2-TZVPD) for a 2-piece molecular cluster, CH6N overall in a non-equilibrium geometry.

XYZ file:
```
8
CH6N | the OMol25 dataset | wB97M-V/def2-TZVPD
C 0.349 -0.666 -0.131
N -0.167 0.657 -0.227
H -0.458 -1.403 -0.117
H 0.987 -0.907 -0.995
H 0.972 -0.783 0.757
H -0.920 0.817 -0.888
H 0.501 1.420 -0.142
H -1.265 0.864 1.742
```

Results
Highest occupied orbital energy (spin up / spin down): -16.995 / -17.995 eV
Orbital gap (spin up / spin down): 8.26 / 12.03 eV
E_LUMO (spin up / spin down): -8.7 / -6.0 eV
Charge: +1
E: -2612.713 eV



No. 7
Density functional theory data (wB97M-V/def2-TZVPD) for a 2-piece molecular cluster, CH6N2 overall in a non-equilibrium geometry.

XYZ file:
```
9
CH6N2 | the OMol25 dataset | wB97M-V/def2-TZVPD
C -1.643 -0.821 -0.101
N 3.382 0.000 0.160
N 2.246 0.313 -0.078
H -2.530 -1.311 -0.478
H -1.921 -0.501 1.006
H -1.344 0.057 -0.679
H 3.666 -1.078 0.178
H 4.153 0.592 0.423
H -0.853 -1.538 -0.249
```

Results
Highest occupied orbital energy: -8.252 eV
Orbital gap: 9.18 eV
E_LUMO: 0.9 eV
E: -4111.456 eV



No. 8
Density functional theory data (wB97M-V/def2-TZVPD) for a 2-piece molecular cluster, CH6N2O overall in a non-equilibrium geometry.

XYZ file:
```
10
CH6N2O | the OMol25 dataset | wB97M-V/def2-TZVPD
H -1.005 0.833 -0.042
N -0.088 0.540 -0.306
C 0.703 0.163 0.599
N 0.493 0.231 1.982
H 1.695 -0.291 0.572
H -0.343 0.694 2.191
H 0.989 -0.477 2.643
O -0.967 -0.888 -2.559
H -0.630 -0.444 -3.323
H -0.846 -0.360 -1.756
```

Results
SMILES string: [H]/N=C\N.O
Highest occupied orbital energy: -9.927 eV
Orbital gap: 10.76 eV
E_LUMO: 0.8 eV
E: -6161.299 eV



No. 9
Density functional theory data (wB97M-V/def2-TZVPD) for a 2-piece molecular cluster, CH6N2O overall in a non-equilibrium geometry.

XYZ file:
```
10
CH6N2O | the OMol25 dataset | wB97M-V/def2-TZVPD
N -1.509 0.273 -0.321
C -0.668 0.665 -1.356
O 0.340 1.351 -1.119
H -2.395 -0.006 -0.371
H -1.380 0.487 0.647
H -0.832 0.400 -2.382
N 1.412 -0.960 1.361
H 2.331 -1.408 1.299
H 1.070 -0.617 0.416
H 1.633 -0.185 1.827
```

Results
SMILES string: NC=O.N
Highest occupied orbital energy: -9.980 eV
Orbital gap: 10.95 eV
E_LUMO: 1.0 eV
E: -6161.537 eV



No. 10
Density functional theory data (wB97M-V/def2-TZVPD) for a 2-piece molecular cluster, CH6N2O overall in a non-equilibrium geometry.

XYZ file:
```
10
CH6N2O | the OMol25 dataset | wB97M-V/def2-TZVPD
H -1.897 -0.531 0.872
N -1.028 -0.363 0.386
C -1.108 0.273 -0.704
N 0.046 0.627 -1.358
H -2.017 0.665 -1.171
H 0.882 0.601 -0.808
H -0.028 1.178 -2.191
O 1.738 -0.437 1.445
H 0.903 -0.350 0.984
H 1.946 -1.330 1.714
```

Results
SMILES string: [H]/N=C/N.O
Highest occupied orbital energy: -9.632 eV
Orbital gap: 10.57 eV
E_LUMO: 0.9 eV
E: -6161.939 eV



No. 11
Density functional theory data (wB97M-V/def2-TZVPD) for a 2-piece molecular cluster, CH6N2O overall in a non-equilibrium geometry.

XYZ file:
```
10
CH6N2O | the OMol25 dataset | wB97M-V/def2-TZVPD
O -1.038 -1.522 -2.186
H -0.903 -2.211 -2.835
N 0.892 0.833 1.816
C -0.081 0.504 0.981
N 0.229 0.441 -0.326
H 1.787 0.389 1.657
H 0.554 0.920 2.766
H -1.107 0.408 1.370
H -0.187 -0.374 -0.799
H 0.548 1.291 -0.755
```

Results
Highest occupied orbital energy: -6.149 eV
Orbital gap: 4.68 eV
E_LUMO: -1.5 eV
E: -6158.219 eV



No. 12
Density functional theory data (wB97M-V/def2-TZVPD) for a 2-piece molecular cluster, CH6N2O2 overall in a non-equilibrium geometry.

XYZ file:
```
11
CH6N2O2 | the OMol25 dataset | wB97M-V/def2-TZVPD
N -0.729 -0.902 1.219
C -0.242 -0.583 -0.050
N -1.073 -0.870 -1.147
O 0.888 -0.251 -0.304
H -1.756 -0.953 1.283
H -0.183 -0.735 2.021
H -1.840 -1.490 -1.099
H -0.569 -1.149 -2.079
O 1.989 2.674 0.045
H 1.085 2.514 0.003
H 2.430 1.744 0.108
```

Results
SMILES string: NC(N)=O.O
Highest occupied orbital energy: -10.366 eV
Orbital gap: 10.93 eV
E_LUMO: 0.6 eV
E: -8209.923 eV



Calculated energy relative to the best compared isomer or geometry (same formula, charge and spin) in order - 92.8 299.4 174.2 0.0 0.0 454.6 277.6 115.5 92.5 53.7 412.7 91.9 kJ/mol